1.
Here is 2 unconnected molecules or ions with the total composition C4H7NOS in a non-equilibrium geometry from OMol25. Energies are from ωB97M-V/def2-TZVPD.

```
! wB97M-V def2-TZVPD RIJCOSX def2/J DEFGRID3
* xyz 0 1
C -0.025 -0.100 0.033
C -0.927 1.049 0.400
C 0.269 -0.989 1.045
C 1.460 -1.946 0.659
H 0.995 -0.751 -1.698
H -0.001 0.610 -1.983
H -1.499 0.934 1.444
H -0.400 2.007 0.399
H -1.729 3.145 -1.410
H 0.223 -0.737 2.096
H 1.946 -2.386 1.556
N 0.175 -0.125 -1.341
O 1.710 -2.176 -0.465
S -2.198 1.465 -0.736
*
```

- lowest unoccupied orbital energy (eV) = -0.622
- F_max (Eh/bohr) = 0.111
- E (eV) = -18630.932



2.
Here is C4H7NOS in the gas phase in a non-equilibrium geometry from OMol25. Energies are from ωB97M-V/def2-TZVPD.

```
! wB97M-V def2-TZVPD RIJCOSX def2/J DEFGRID3
* xyz 0 1
C 1.765 0.013 -0.513
C 0.548 -0.067 0.397
C -0.487 -1.237 0.214
C -1.527 -0.151 -0.084
S -3.143 -0.038 -0.188
N -0.584 0.776 0.003
O -0.730 2.128 0.080
H 1.448 -0.246 -1.511
H 2.516 -0.682 -0.122
H 2.207 1.009 -0.416
H 0.790 -0.009 1.485
H -0.702 -1.834 1.099
H -0.432 -1.954 -0.664
H -1.669 2.291 0.219
*
```

- lowest unoccupied orbital energy (eV) = 0.843
- F_max (Eh/bohr) = 0.034
- E (eV) = -18632.049



3.
Here is C4H7NOS2 in the gas phase in a non-equilibrium geometry from OMol25. Energies are from ωB97M-V/def2-TZVPD.

```
! wB97M-V def2-TZVPD RIJCOSX def2/J DEFGRID3
* xyz 0 1
N -1.911 0.298 0.370
C -0.636 0.195 0.743
S -0.139 0.155 2.321
C 0.343 -0.088 -0.385
S 0.984 -1.835 -0.386
C 1.299 1.015 -0.762
C 0.236 0.583 -1.729
O -0.944 1.316 -1.955
H -2.149 0.619 -0.571
H -2.622 0.226 1.104
H 1.380 -1.654 0.880
H 1.242 2.060 -0.477
H 2.294 0.649 -1.017
H 0.531 0.006 -2.607
H -0.719 2.131 -2.423
*
```

- lowest unoccupied orbital energy (eV) = 0.443
- F_max (Eh/bohr) = 0.031
- E (eV) = -29468.412



4.
Here is C4H7NOS2 in the gas phase in a non-equilibrium geometry from OMol25. Energies are from ωB97M-V/def2-TZVPD.

```
! wB97M-V def2-TZVPD RIJCOSX def2/J DEFGRID3
* xyz 0 1
S -3.393 0.324 -0.279
N -1.950 -0.599 0.248
C -0.918 -0.537 -0.461
C 0.281 -0.847 0.335
O 1.284 -1.520 -0.300
C 2.016 -0.230 -0.571
C 1.259 0.361 0.696
S 0.747 1.924 -0.182
H -4.063 0.774 1.022
H -0.959 -0.250 -1.479
H -0.181 -1.587 1.055
H 3.064 -0.607 -0.535
H 1.784 0.257 -1.641
H 1.560 0.468 1.647
H -0.531 2.069 0.443
*
```

- lowest unoccupied orbital energy (eV) = 0.360
- F_max (Eh/bohr) = 0.145
- E (eV) = -29464.773